# 1
The following is a quantum chemistry calculation of a cluster of 2 separate species, C20H21BF2N in total at a distorted geometry, from OMol25.

XYZ file:
```
45
Properties=species:S:1:pos:R:3:forces:R:3
C 1.93673 -2.46059 1.55189 0.470 -0.139 0.408
H 0.40341 -1.67710 -1.86429 0.441 -0.434 0.363
H 2.13073 5.05363 3.35444 -0.148 -0.164 -0.345
H 0.51459 0.71159 1.82578 -0.074 -0.477 0.500
C 1.50121 5.16227 2.45952 -0.018 1.370 0.417
N -2.28185 -0.19220 -1.89159 0.306 -0.037 0.252
C -4.56861 -1.68094 -1.20263 0.890 0.624 -0.175
C 1.79119 4.01284 0.24391 -0.099 -0.241 0.409
C 1.03600 2.76131 2.14995 0.214 -0.132 -0.269
C 1.26745 -4.86387 1.44336 -0.021 -0.433 0.735
C 1.34122 -3.52092 0.85866 0.456 0.922 -0.627
H 2.26009 -5.29456 1.56255 0.032 -0.100 0.021
H -0.55276 0.21899 -3.37577 0.320 -0.189 0.427
C 0.90136 -1.93547 -0.91402 -0.577 -0.892 -0.523
C -2.34320 -0.86122 -0.71762 0.306 0.410 -0.207
F 2.48508 -2.75263 2.78872 -0.642 0.518 -1.357
H -1.46363 -0.80657 -0.07568 -0.277 0.021 -0.173
C 1.38343 1.61668 0.06247 -0.572 2.087 0.630
H 0.47898 -4.03775 -1.07840 0.205 0.366 0.616
C -3.46478 -1.57757 -0.36232 -0.232 -0.101 -0.212
C 2.02754 -1.16318 1.05412 -0.127 -0.361 0.500
B -1.08013 0.71142 -2.42747 -0.804 -1.021 -0.860
C -3.33937 -0.26285 -2.72409 -0.195 0.191 -0.404
H 1.84393 6.03788 1.88936 -0.072 -0.275 0.249
C -4.47723 -0.98436 -2.39960 0.008 0.021 -0.135
H 0.13959 0.61124 -1.31661 0.150 -0.522 0.141
C 1.76375 2.86656 -0.51159 -0.187 -1.948 0.403
H 0.82145 -4.79753 2.43870 0.057 -0.180 -0.025
H 0.65993 -5.50972 0.82943 -0.111 -0.285 -0.150
H -5.44281 -2.26158 -0.93807 0.058 0.082 0.005
H -3.47871 -2.05816 0.58179 0.124 -0.401 0.727
H -5.29829 -0.99053 -3.08975 -0.147 0.017 -0.298
C 1.43450 -0.90188 -0.18559 -0.807 0.414 -0.234
F 0.77900 2.70886 3.47563 -0.185 0.090 -0.385
C 0.94300 1.59377 1.41428 0.533 0.783 -1.503
C 0.88869 -3.24401 -0.42965 -0.393 0.155 -0.391
H -1.39315 1.83490 -2.55652 0.301 0.480 0.757
H 2.14191 4.91998 -0.22380 -0.088 0.257 0.180
H -3.27044 0.27792 -3.68431 0.049 -0.292 0.693
H 2.49558 -0.40422 1.67637 -0.051 -0.146 -0.255
C 1.42906 3.98175 1.60077 0.585 -0.960 -0.551
H 1.88772 0.50902 -1.70560 -0.213 0.297 -0.115
C 1.23866 0.45597 -0.83081 0.500 -0.026 0.457
H 2.03893 2.82483 -1.55974 0.107 0.395 0.042
H 0.49028 5.36802 2.80383 -0.075 0.256 0.264
```
Positions in Å, forces in eV/Å.

Properties
Total charge   +1
Relative energy (zero: lowest compared OMol25 entry of this formula, charge and spin)   65.8 kJ/mol


# 2
The following is a quantum chemistry calculation of a structure of composition C20H21BF6N15NaO6S2 at a distorted geometry, from OMol25.

XYZ file:
```
72
Properties=species:S:1:pos:R:3:forces:R:3
H 2.14172 -1.58083 -7.09395 0.000 -0.005 -0.014
N 4.06735 -0.02474 -0.42011 -0.073 0.022 0.194
H 4.99077 1.36581 0.72761 0.021 -0.022 -0.103
H 3.43225 0.03918 -1.20967 0.067 0.005 -0.031
N 1.29937 -0.14444 -2.87959 0.083 0.052 -0.169
H -4.39673 -2.68679 2.76265 -0.022 -0.029 0.020
H 0.28066 3.55644 0.89272 0.089 0.026 0.006
H -5.44626 1.61951 -1.82593 -0.036 0.028 -0.009
H 3.51914 -0.51474 0.28768 0.020 0.030 -0.094
C -2.96315 3.60437 1.11205 -0.058 0.030 0.047
C 3.15424 2.10965 0.39926 -0.166 0.100 -0.064
H -1.70159 5.33331 1.64972 0.006 0.040 0.011
H -0.88376 -5.46148 -3.12739 -0.003 0.010 0.011
Na 0.49837 0.55261 0.64880 -1.208 0.364 -1.145
B -3.63642 1.26717 0.32625 -0.099 -0.035 0.163
O 0.26566 -3.26644 1.95053 0.063 0.021 0.073
N -2.28320 -0.34352 1.81511 0.035 0.094 -0.060
F 2.92725 -4.05235 1.22204 -0.062 0.026 -0.038
N 1.21814 -1.45110 -4.85310 0.059 0.065 -0.010
N 2.24270 0.69426 -4.91191 0.008 0.007 0.066
C -1.80356 4.32380 1.29161 0.004 0.022 -0.002
F -0.01517 0.28053 5.54455 -0.082 -0.034 -0.093
O 3.37499 3.05894 1.15307 0.113 0.180 0.090
N 4.26935 1.31612 0.02393 0.089 -0.075 -0.002
N -3.44144 0.02202 1.23371 0.088 0.101 -0.066
C -4.13317 0.51448 -3.27191 -0.040 0.022 0.008
S 1.63259 0.05522 3.46383 -0.127 -0.198 -0.026
F 2.82132 -3.91146 3.37763 -0.039 0.024 -0.010
F 2.00391 -0.29228 6.05645 -0.026 0.020 -0.082
H -2.20620 -0.60182 -3.57720 0.025 -0.019 -0.025
H -4.74682 1.71934 0.52858 -0.013 -0.037 0.010
H 2.87834 -0.03707 -7.14478 -0.012 -0.008 0.004
N -3.60929 0.83915 -1.15404 0.101 -0.005 -0.004
H -5.41105 -0.70734 1.13751 -0.023 -0.011 -0.002
F 1.57491 1.73885 5.43987 0.011 -0.081 -0.051
C 1.93108 0.80716 -3.60349 -0.093 -0.097 0.049
N -2.58793 0.14360 -1.67306 0.037 -0.032 0.075
S 1.24360 -2.23122 2.09319 -0.102 0.332 0.066
C -3.89141 -1.83543 2.34061 -0.024 0.045 -0.023
N -0.29821 -1.94828 -1.63844 0.101 0.006 -0.069
H -1.45584 -2.52471 -0.05213 -0.008 0.005 0.043
O 2.04504 1.79002 -0.14536 0.384 0.226 -0.303
C 0.01848 -3.53239 -3.40476 -0.029 -0.008 0.019
C -0.79045 3.42813 0.90747 0.065 0.038 -0.005
C 1.26248 0.45666 5.22617 0.091 -0.028 0.172
C -2.88978 -0.05576 -2.94514 0.040 -0.044 -0.058
H -1.76531 -1.93296 3.05178 0.049 -0.033 0.024
N -1.30228 2.26860 0.53113 0.070 -0.097 -0.082
O 0.81081 0.96115 2.70629 0.312 -0.080 0.981
C -0.72575 -4.47264 -2.71139 0.003 -0.013 -0.011
H -1.86737 -4.81738 -0.91223 -0.002 -0.006 0.004
C -1.03519 -2.84381 -0.99833 -0.013 0.042 0.087
C 1.86474 -0.45094 -5.45477 -0.041 -0.035 -0.037
H 2.81403 2.59486 -3.45323 -0.023 0.019 0.052
C 0.96548 -1.21628 -3.55661 -0.120 -0.182 0.116
F 3.88581 -2.40734 2.24130 -0.053 -0.020 0.022
O 1.50166 -1.31954 0.99535 0.177 -1.045 0.143
N 2.25217 1.92291 -2.96296 0.065 0.130 0.437
H -4.64296 0.51610 -4.22045 -0.013 0.001 -0.023
H 0.44493 -3.73643 -4.37565 0.007 0.002 -0.001
N 1.07942 -1.46049 3.45436 0.244 0.189 -0.082
C -4.41597 -0.85418 1.52517 -0.131 -0.051 0.046
N 2.13657 -0.62049 -6.79571 0.022 0.009 0.013
N -2.63708 2.37799 0.66068 0.028 -0.048 -0.049
C 2.81408 -3.19526 2.24375 0.173 0.033 0.060
H 2.12449 1.96834 -1.92780 0.034 -0.056 -0.242
C -4.55366 1.07483 -2.08337 -0.044 0.044 -0.057
C 0.20513 -2.28280 -2.82222 0.026 0.062 -0.082
C -1.27021 -4.12268 -1.48778 -0.022 -0.011 -0.004
H -3.99556 3.86264 1.27342 -0.042 0.028 0.010
C -2.54964 -1.45020 2.49298 0.083 -0.111 0.001
O 3.05814 0.14764 3.35018 -0.043 0.058 0.107
```
Positions in Å, forces in eV/Å.

Properties
Total charge   -2
Relative energy (zero: lowest compared OMol25 entry of this formula, charge and spin)   114.4 kJ/mol


# 3
The following is a quantum chemistry calculation of a cluster of 2 separate species, C20H21BO4 in total, from OMol25.

XYZ file:
```
46
Properties=species:S:1:pos:R:3:forces:R:3
C 4.74331 1.62004 1.18919 0.113 0.382 0.241
H -1.95432 -2.64147 3.24537 -0.058 -0.005 -0.007
C 5.24171 2.60262 0.11320 -0.033 -0.378 -0.377
H -8.32520 -2.43547 -0.06085 -0.008 0.005 -0.001
H 6.65455 1.00588 -0.44632 0.064 0.036 0.056
C 6.16439 1.87530 -0.89205 -0.007 0.169 -0.075
H -6.63361 -2.71521 1.73493 0.061 0.007 0.032
C 4.10440 3.33562 -0.65603 0.106 0.411 0.233
H 3.76423 1.21040 0.95673 0.072 -0.226 -0.085
H 4.66234 2.12383 2.16049 -0.092 0.012 -0.057
H 5.46042 0.80590 1.32446 -0.053 -0.081 -0.032
H -7.60206 -1.77282 -2.33573 -0.007 0.000 -0.003
O 1.55140 0.16941 0.31756 -0.083 -0.112 0.364
H 1.62045 2.80586 -1.97250 0.022 -0.022 0.048
H 6.95224 2.54311 -1.26337 -0.057 0.017 -0.066
O -2.81349 -1.36389 -2.27398 -0.007 -0.044 -0.044
C -4.98740 -2.22756 0.46838 0.021 0.009 -0.028
C -1.62132 -2.39622 2.24554 0.118 0.022 0.022
C -0.27270 -2.26685 1.95535 -0.065 -0.022 -0.009
C 2.04076 0.86238 -0.64285 0.121 0.240 -0.289
H 3.98295 2.87439 -1.63867 -0.022 -0.150 0.086
C -2.14266 -1.88168 -0.05587 -0.003 0.029 -0.043
O -4.38757 -2.68671 2.69446 -0.021 -0.022 0.011
H 0.45575 2.66167 -0.34311 0.061 -0.044 0.118
C -5.52574 -1.70292 -1.81873 -0.113 0.001 -0.035
C -4.58017 -1.86812 -0.81355 0.014 0.006 0.053
H 2.33644 4.44222 -0.06835 0.076 0.036 0.057
C -6.86838 -1.90390 -1.54976 0.013 -0.003 0.012
H -5.18925 -1.41530 -2.80546 0.067 0.001 0.011
C -3.99181 -2.39821 1.57527 0.106 0.003 0.049
H -0.46509 -1.45585 -1.32067 0.002 0.078 0.007
C -0.79072 -1.74082 -0.33017 -0.117 -0.049 0.006
H 2.76877 3.19378 1.07734 0.009 -0.031 0.061
C 0.15289 -1.94907 0.67106 0.098 -0.229 0.036
H 5.58638 1.52253 -1.74692 -0.061 -0.118 0.071
C -6.33701 -2.43257 0.73408 -0.107 0.005 -0.037
C 2.70900 3.40955 0.00496 -0.169 0.062 -0.279
C -3.12743 -1.66811 -1.14245 0.083 -0.015 0.015
H 4.45978 4.36149 -0.84874 0.099 -0.051 -0.060
O 2.91552 0.37800 -1.42475 0.008 -0.041 -0.059
B 1.60314 2.45256 -0.77335 -0.054 0.014 -0.144
C -2.56969 -2.21722 1.24661 -0.168 -0.017 -0.018
H 0.46159 -2.40366 2.73902 0.015 0.012 0.005
H 1.20302 -1.80613 0.44747 -0.011 0.143 -0.058
C -7.27484 -2.27378 -0.27097 0.018 0.002 -0.006
H 5.86501 3.36700 0.59371 -0.050 -0.041 0.219
```
Positions in Å, forces in eV/Å.

Properties
Total charge   -2
E   -1100.50617 a.u.


# 4
The following is a quantum chemistry calculation of a structure of composition C20H21Cl2N3O6P2V at a distorted geometry, from OMol25.

XYZ file:
```
55
Properties=species:S:1:pos:R:3:forces:R:3
C 4.93750 -0.30267 0.05777 -0.023 0.042 0.185
C 0.46805 5.99367 -0.45751 -0.107 -0.047 -0.026
C -1.33116 1.05955 -1.03260 -0.991 0.207 0.220
H -1.08078 -3.00940 3.60201 -0.019 -0.019 -0.049
C -0.80804 5.94027 -1.00776 0.107 -0.073 0.088
H -1.26625 6.82100 -1.44049 0.015 -0.023 -0.009
C -3.73111 0.42515 -1.25761 0.125 -0.055 -0.093
C 0.34549 3.62667 0.08495 0.100 -0.242 0.180
O -3.44810 -2.25481 1.31215 -0.013 0.550 0.226
C 1.03268 4.84825 0.07348 0.069 0.009 -0.021
Cl 2.67898 0.09931 1.48679 0.322 -0.097 0.058
C -1.11597 -3.69527 1.55257 0.078 0.270 -0.061
O -1.31797 -0.89240 1.08194 -0.344 -1.032 0.040
C 3.58935 -0.44237 -2.35317 -0.071 0.031 0.021
H -3.45017 3.40039 0.27780 0.008 0.045 -0.060
C -4.12119 1.54029 -0.53494 0.170 0.035 -0.009
H -0.69288 -5.47645 0.61623 0.056 -0.050 0.057
C 4.96252 -0.61554 -2.31622 -0.036 0.000 -0.137
C -1.48232 4.72651 -1.00589 0.047 -0.052 -0.017
C -2.37007 0.21308 -1.48718 -0.075 0.378 -0.133
O 0.71257 -2.60501 -0.08475 -0.128 0.095 0.943
H 5.49381 -0.81416 -3.24024 -0.062 0.025 0.050
H -0.93272 -4.75491 3.41362 0.018 -0.001 0.008
H 0.56428 1.64028 0.42473 -0.045 -0.220 -0.203
H 2.03351 4.87823 0.49711 -0.090 0.008 -0.006
H 1.91547 2.53452 0.79557 0.089 0.014 -0.021
H -5.15713 1.69910 -0.25887 -0.003 0.032 -0.016
N -1.47414 -4.83591 0.68053 0.093 0.074 0.129
H 6.72002 -0.67538 -1.08325 -0.076 0.003 -0.005
H 5.44590 -0.25875 1.01632 -0.084 0.003 -0.108
N 1.46555 -0.06268 -1.18599 2.381 0.066 -0.633
H -3.80622 -1.34496 1.27491 0.105 -0.403 -0.001
O 1.30589 -4.75757 1.16287 0.352 0.032 0.022
O -2.01213 -2.64111 -0.71377 0.016 -0.151 -0.150
H 1.02282 6.92588 -0.44610 0.001 -0.050 -0.007
C 5.64461 -0.54166 -1.11199 0.084 0.002 -0.011
P 0.69172 -3.25096 1.29217 -0.204 0.177 -0.464
H -2.26787 -5.33699 1.05709 -0.103 -0.016 0.018
C -3.15214 2.48992 -0.23042 0.028 0.001 -0.020
C -1.79639 2.30961 -0.54185 0.008 0.181 -0.011
C 2.81846 -0.19232 -1.19713 -0.377 0.085 0.213
O 1.20488 -2.61517 2.52060 0.129 0.001 -0.055
H -2.09824 -0.65888 -2.07319 0.004 -0.164 0.149
H 2.11233 -4.78007 1.70325 -0.313 -0.054 -0.128
H -2.45532 4.67065 -1.47758 -0.051 -0.029 0.028
N 0.91533 2.53337 0.70899 -0.199 0.761 0.199
C -1.44146 -3.86743 3.03442 -0.002 -0.016 -0.110
H -4.46763 -0.28054 -1.62929 0.023 -0.023 0.009
C -0.94916 3.55441 -0.46073 -0.081 -0.070 -0.018
V 0.01722 -0.45381 -0.46579 -0.438 -0.481 -0.532
H -2.51751 -3.97329 3.19010 -0.009 -0.051 -0.006
Cl 2.77049 -0.56287 -3.88996 0.060 0.022 0.137
H -1.76334 -3.60208 -0.75360 -0.018 0.269 0.035
P -1.92929 -2.24081 0.80986 -0.448 0.057 0.326
C 3.56726 -0.13391 0.01004 -0.076 -0.058 -0.221
```
Positions in Å, forces in eV/Å.

Properties
Total charge   -1
Relative energy (zero: lowest compared OMol25 entry of this formula, charge and spin)   165.1 kJ/mol
2S+1   3


# 5
The following is a quantum chemistry calculation of a structure of composition C20H21MoN5O6PS5 at a distorted geometry, from OMol25.

XYZ file:
```
59
Properties=species:S:1:pos:R:3:forces:R:3
C 3.29914 -1.27372 -0.49531 -0.082 0.193 -0.143
N -2.70388 -0.67169 -1.68395 -0.020 0.026 -0.002
H -0.48838 5.02809 2.87440 -0.017 0.011 -0.003
S 0.24758 -3.05244 4.77754 0.157 0.077 -0.004
H -2.15199 -0.83706 0.34589 -0.012 0.023 0.008
O 1.17211 1.78952 1.56255 0.245 -0.785 -0.604
C 0.66554 2.88965 1.90554 -0.188 0.362 0.053
C -1.88081 -0.22127 -0.51470 0.040 -0.132 -0.013
C -0.92057 3.13827 -0.00323 0.342 -0.199 -0.151
C -2.30103 0.06344 -2.98202 0.004 0.016 -0.006
C 0.06612 0.19396 -2.58224 0.011 -0.052 0.010
C 1.67442 -3.27288 5.76264 0.020 -0.116 0.130
P -0.07566 -0.45374 -0.85974 0.068 -0.195 -0.103
H 1.09135 3.35254 2.80202 0.000 -0.031 0.020
N 2.32352 -1.86895 0.20033 0.002 0.037 -0.063
C -2.04465 3.87964 -0.49525 -0.244 0.256 0.002
H 1.02880 -0.12973 -2.98250 -0.012 0.004 -0.026
N -1.01231 -0.33534 -3.42388 -0.064 0.029 0.027
S 3.04611 -2.31661 5.23732 -0.181 0.007 -0.115
C -0.94929 -1.78193 -3.59388 0.012 -0.027 -0.023
Mo 1.56865 -0.12339 1.09548 0.066 0.801 0.486
O 1.79331 -4.00905 0.86180 0.034 0.008 -0.031
O -3.46253 7.08337 1.58476 -0.041 -0.117 0.037
S 1.73417 -4.27165 7.03743 -0.014 0.038 -0.027
C -2.55745 -2.18275 -1.91620 0.026 0.029 -0.010
C 3.70617 -3.59665 -0.62211 -0.036 0.009 -0.025
S 0.10294 -1.22905 2.33100 -0.269 -0.295 0.212
H 0.73778 -2.59574 -1.71512 0.002 0.000 -0.028
C -0.91225 4.69344 1.93586 -0.206 0.267 0.139
H -3.39574 5.50656 -0.19531 0.001 -0.010 -0.014
H -0.42866 -2.84928 -0.43377 0.005 -0.011 -0.012
H 3.35425 -4.22369 -1.44190 0.021 -0.018 0.014
C -0.22003 -2.25388 -1.32597 -0.078 0.068 0.040
H -1.67745 -2.08172 -4.34939 0.006 -0.002 -0.009
C 4.26718 -2.24705 -1.09970 0.025 0.023 0.084
C 2.25569 -1.56973 3.88042 -0.011 0.042 0.038
H 4.41370 -4.19053 -0.04704 0.013 0.023 0.017
O -2.01849 6.82498 3.16423 -0.073 -0.102 -0.013
N -2.53622 6.50163 2.11400 0.150 0.320 -0.034
O -0.41517 2.19320 -0.65932 -0.271 0.156 0.066
N -1.24419 -2.49236 -2.35232 -0.017 0.015 0.041
H -2.80102 -2.67267 -0.97424 0.009 -0.007 0.000
H -3.68404 -0.46089 -1.49201 -0.005 -0.017 0.004
C -0.38457 3.56410 1.27262 0.330 -0.306 0.110
H 5.26985 -2.03271 -0.72949 0.001 -0.008 0.006
H -3.06529 -0.20036 -3.71341 0.006 -0.006 -0.009
H 4.29391 -2.12906 -2.18295 -0.003 -0.013 -0.003
C -2.55524 4.94249 0.18498 -0.016 -0.153 -0.201
C 2.50314 -3.25283 0.25947 -0.023 -0.073 -0.043
O 3.26167 -0.02574 -0.51517 0.093 -0.021 0.068
S 3.11323 -0.49759 2.81043 -0.023 -0.066 -0.019
H -3.29008 -2.44312 -2.68020 -0.006 -0.016 0.007
C -1.97772 5.34979 1.40808 0.189 -0.149 0.185
H -2.10267 0.82083 -0.31114 0.034 0.004 -0.031
C 0.96383 -1.90571 3.68147 0.007 0.061 -0.047
H 0.04524 -2.05825 -3.93891 -0.001 0.001 0.000
H -2.45330 3.58822 -1.45485 -0.011 0.017 0.002
H -2.33230 1.12838 -2.75699 0.007 0.002 0.000
H 0.04361 1.27870 -2.56604 0.000 0.001 0.008
```
Positions in Å, forces in eV/Å.

Properties
Total charge   +1
Relative energy (zero: lowest compared OMol25 entry of this formula, charge and spin)   133.6 kJ/mol